Record 1
Below is a molecular structure, C6H7O3 in a non-equilibrium geometry, with properties calculated with ωB97M-V/def2-TZVPD.

Geometry as XYZ:
```
16
Properties=species:S:1:pos:R:3
C -0.94316 -0.61354 -1.08336
C -2.17187 -0.78180 -1.72894
C -0.29486 -1.25140 -0.15684
C -0.71703 0.56952 -2.02055
C 1.19511 0.27838 2.28049
C 1.51435 0.72407 0.97032
O -0.12612 -2.01780 0.73925
O -3.08614 -1.58393 -1.57561
O -2.02246 0.31696 -2.46601
H -0.55067 1.49670 -1.43619
H 0.13622 0.38859 -2.74884
H 0.27133 0.63854 2.64727
H 1.20955 -0.84300 2.30901
H 1.98686 0.67077 3.13411
H 2.56636 0.46171 0.70893
H 1.03252 1.54622 0.42697
```

The calculation puts the HOMO energy (spin up / spin down) at -1.59 / -2.72 eV. The value obtained for the gap between HOMO and LUMO (spin up / spin down) is 5.456 / 6.553 eV. The calculation puts the electronic energy at -458.42828 Eh. The total charge is -1.

Record 2
Below is a molecular structure, C6H7O3S4 in a non-equilibrium geometry, with properties calculated with ωB97M-V/def2-TZVPD.

Geometry as XYZ:
```
20
Properties=species:S:1:pos:R:3
C -0.93888 1.44673 0.11998
C -1.21732 -1.01705 0.20098
C -1.72476 0.22910 0.11361
C 0.43107 1.33080 0.10345
C 0.20881 -1.26602 0.39104
C 1.10749 0.03542 -0.11020
O 2.45445 -0.14370 1.94278
O 3.28855 -1.53836 0.09489
O 3.73197 0.81796 0.02761
S -3.53280 0.52859 0.20929
S 1.44378 2.78481 -0.05231
S 1.40391 -0.17634 -1.91304
S 2.80873 -0.21583 0.54227
H -1.57935 2.26251 0.17582
H -2.00721 -1.71276 0.25540
H 0.59936 -1.38882 1.37066
H 0.51275 -2.05999 -0.14316
H -3.58388 1.14318 -0.97659
H 2.72572 2.32058 0.20514
H 2.47010 -0.95039 -1.80587
```

The calculation puts the HOMO energy at -4.80 eV. The value obtained for the gap between HOMO and LUMO is 7.463 eV. The calculation puts the electronic energy at -2051.32666 Eh. The total charge is -1.

Record 3
Below is a gas-phase ion, C6H7O4S (charge -1) in a non-equilibrium geometry, with properties calculated with ωB97M-V/def2-TZVPD.

Geometry as XYZ:
```
18
Properties=species:S:1:pos:R:3
O -2.46802 -0.57977 1.18925
S -1.83146 -0.40506 -0.16424
O -2.44263 0.55169 -1.07354
O -1.52910 -1.72929 -0.72381
C -0.41030 0.65544 0.20091
O -1.12606 1.82905 0.53369
C 0.35246 0.09590 1.39429
C 1.30039 -0.81681 1.17794
C 1.69388 -1.11876 -0.12899
C 1.31130 -0.41022 -1.17386
C 0.50034 0.88143 -0.93796
H -2.03354 1.78293 0.03954
H 0.06754 0.46011 2.36800
H 1.60028 -1.44812 1.99753
H 2.32697 -2.06492 -0.18168
H 1.54355 -0.64325 -2.17297
H 1.23724 1.63786 -0.57128
H -0.09285 1.32183 -1.77284
```

The calculation puts the HOMO energy at -4.70 eV. The value obtained for the gap between HOMO and LUMO is 8.519 eV. The calculation puts the electronic energy at -931.99716 Eh. The total charge is -1.

Record 4
Below is a gas-phase ion, C6H7OS (charge +1) in a non-equilibrium geometry, with properties calculated with ωB97M-V/def2-TZVPD.

Geometry as XYZ:
```
15
Properties=species:S:1:pos:R:3
C -0.04814 -2.11446 0.00861
C 0.78008 -1.17531 -0.76809
C -0.86357 -1.78042 0.97850
C -1.20659 -0.31698 1.40123
C 0.41702 -0.04862 -1.26424
C 0.62298 2.54456 -0.61846
O -1.23637 0.62542 0.64458
S 0.14966 1.42456 -1.99067
H 0.08224 -3.15461 -0.24460
H 1.91591 -1.42685 -0.94323
H -1.05928 -2.55193 1.68594
H -1.63235 -0.32909 2.36825
H 1.40475 2.15536 0.00158
H -0.29299 2.72581 -0.15723
H 0.96666 3.42255 -1.10217
```

The calculation puts the HOMO energy at -14.30 eV. The value obtained for the gap between HOMO and LUMO is 8.785 eV. The calculation puts the electronic energy at -705.86688 Eh. The total charge is +1.

Record 5
Below is C6H8 in the gas phase, with properties calculated with ωB97M-V/def2-TZVPD.

Geometry as XYZ:
```
14
Properties=species:S:1:pos:R:3
C 2.59713 -1.06482 0.07477
C 1.69029 -0.01322 0.38622
C 0.36971 -0.02960 0.07058
C -0.58116 1.13551 -0.02883
C -1.73087 0.14795 -0.34202
C -0.73033 -1.02998 -0.18244
H 3.59736 -0.72996 0.44043
H 1.98409 0.95135 0.80211
H -0.66954 1.75301 0.86909
H -0.31309 1.80290 -0.85774
H -2.55259 0.15727 0.37829
H -2.14452 0.25949 -1.34560
H -0.61330 -1.74093 -1.00367
H -0.90317 -1.59898 0.73882
```

The calculation puts the HOMO energy at -7.97 eV. The value obtained for the gap between HOMO and LUMO is 7.327 eV. The calculation puts the electronic energy at -233.23302 Eh. The total charge is 0.

Record 6
Below is a molecular structure, C6H8 in a non-equilibrium geometry, with properties calculated with ωB97M-V/def2-TZVPD.

Geometry as XYZ:
```
14
Properties=species:S:1:pos:R:3
C 0.75411 -0.07988 -1.06049
C 0.16163 -1.01010 0.04759
C 0.68450 0.08257 1.08935
C 0.21986 1.00877 -0.09250
C -1.27645 0.71070 -0.06304
C -1.33452 -0.63569 -0.01418
H 1.87503 -0.10340 -0.98940
H 0.42549 -0.25921 -2.08012
H 0.40718 -2.03664 0.17041
H 0.14422 0.17241 2.01881
H 1.75123 0.03428 1.26019
H 0.51239 2.05389 -0.22196
H -2.11668 1.35348 -0.11430
H -2.20799 -1.29118 0.04964
```

The calculation puts the HOMO energy at -8.76 eV. The value obtained for the gap between HOMO and LUMO is 9.944 eV. The calculation puts the electronic energy at -233.33425 Eh. The total charge is 0.

Record 7
Below is 2 unconnected molecules or ions with the total composition C6H8 in a non-equilibrium geometry, with properties calculated with ωB97M-V/def2-TZVPD.

Geometry as XYZ:
```
14
Properties=species:S:1:pos:R:3
C 1.18907 0.45397 -0.47852
C 1.31396 -0.43244 0.50655
C -0.02069 -1.12318 0.60561
C -1.18665 -0.05287 0.10987
C -0.19949 0.30515 -1.00716
C -0.66904 -1.10352 -0.73288
H 1.89759 1.19612 -0.81973
H 2.15718 -0.58300 1.17651
H -0.12934 -1.96545 1.30078
H -2.24847 0.27287 0.13531
H -0.53410 0.81848 -1.90408
H -1.19182 -1.85052 -1.29971
H -0.39698 1.73325 1.14054
H 0.01879 2.33114 1.26690
```

The calculation puts the HOMO energy at -8.68 eV. The value obtained for the gap between HOMO and LUMO is 9.899 eV. The calculation puts the electronic energy at -233.25439 Eh. The total charge is 0.

Record 8
Below is a molecular structure, C6H8, with properties calculated with ωB97M-V/def2-TZVPD.

Geometry as XYZ:
```
14
Properties=species:S:1:pos:R:3
C -0.17054 -1.35814 -0.18342
C -0.97649 -0.21054 -0.64331
C -1.37774 0.78169 0.21554
C 0.35693 1.18399 0.90005
C 1.38559 0.41671 0.28100
C 1.25344 -0.79879 -0.29543
H -0.38052 -1.58241 0.87193
H -0.30708 -2.25344 -0.79206
H -0.99491 -0.04373 -1.72473
H -1.64617 0.53308 1.23512
H -1.85403 1.66334 -0.21057
H 0.25882 2.23125 0.61954
H 2.39175 0.82676 0.43436
H 2.06311 -1.38823 -0.71073
```

The calculation puts the HOMO energy at -6.77 eV. The value obtained for the gap between HOMO and LUMO is 6.419 eV. The calculation puts the electronic energy at -233.22773 Eh. The total charge is 0.

Record 9
Below is C6H8 in the gas phase in a non-equilibrium geometry, with properties calculated with ωB97M-V/def2-TZVPD.

Geometry as XYZ:
```
14
Properties=species:S:1:pos:R:3
C 1.71560 0.85934 1.41924
C 1.04799 0.14655 0.73990
C 0.04428 -0.54533 -0.02920
C 0.61813 -1.12617 -1.55017
C -0.92184 0.58577 -0.16046
C -1.66973 0.86746 0.91430
H 2.36029 1.53154 1.93484
H -0.29529 -1.49000 0.45535
H 1.12700 -0.44347 -2.15885
H 1.23960 -1.95565 -1.28440
H -0.28187 -1.54449 -1.91980
H -0.62912 1.44777 -0.76748
H -2.37905 1.71381 0.78822
H -1.97597 -0.04714 1.61852
```

The calculation puts the HOMO energy at -9.13 eV. The value obtained for the gap between HOMO and LUMO is 10.236 eV. The calculation puts the electronic energy at -233.26991 Eh. The total charge is 0.

Record 10
Below is C6H8 in the gas phase in a non-equilibrium geometry, with properties calculated with ωB97M-V/def2-TZVPD.

Geometry as XYZ:
```
14
Properties=species:S:1:pos:R:3
C -1.79905 0.49533 -1.83698
C -0.69775 1.00914 -1.61833
C 0.67125 1.06764 -1.26164
C 0.93943 0.08442 -0.19356
C 0.04342 -0.22407 0.76453
C 0.04673 -1.26070 2.01243
H -2.71067 0.17318 -2.39086
H 1.37156 1.15821 -2.04981
H 0.90892 1.95726 -0.72128
H 2.03875 -0.16191 -0.00087
H -0.99308 0.07493 0.66229
H -1.00106 -1.58184 1.99833
H 0.34703 -0.85451 2.97892
H 0.83451 -1.93707 1.65681
```

The calculation puts the HOMO energy at -9.08 eV. The value obtained for the gap between HOMO and LUMO is 10.194 eV. The calculation puts the electronic energy at -233.27714 Eh. The total charge is 0.